No. 1
An isolated molecule of C2H6N2O in a non-equilibrium geometry, computed with ωB97M-V/def2-TZVPD.

```
11
C2H6N2O | the OMol25 dataset | ωB97M-V/def2-TZVPD
C 1.78 -0.50 0.02
C 0.45 0.12 -0.01
H 2.09 -0.87 1.09
H 1.89 -1.33 -0.77
H 2.43 0.40 -0.24
H 0.97 1.92 -0.03
H -0.50 -1.67 0.30
H -1.71 0.79 0.12
N 0.12 1.38 0.00
N -0.61 -0.73 -0.12
O -1.89 -0.19 0.04
```

Properties
Electronic energy in hartree: -264.4869
Net charge: 0
Kohn-Sham gap in eV: 9.7
Spin multiplicity: 1
Energy above the lowest of the compared OMol25 structures with the same formula, charge and spin in eV: 2.733
SMILES: [H]/N=C(\C)NO
Maximum force in eV Å⁻¹: 2.66

***

No. 2
An isolated molecule of C2H6N2O in a non-equilibrium geometry, computed with ωB97M-V/def2-TZVPD.

```
11
C2H6N2O | the OMol25 dataset | ωB97M-V/def2-TZVPD
C 0.88 0.05 1.40
N 0.34 0.55 0.15
C -0.81 -0.03 -0.34
N -1.03 0.16 -1.71
O -1.49 -0.83 0.27
H 0.17 -0.71 1.73
H 1.86 -0.42 1.31
H 0.87 0.80 2.19
H 0.95 0.75 -0.63
H -0.28 0.39 -2.35
H -1.46 -0.71 -2.01
```

Properties
Electronic energy in hartree: -264.5739
Net charge: 0
Kohn-Sham gap in eV: 10.6
Spin multiplicity: 1
Energy above the lowest of the compared OMol25 structures with the same formula, charge and spin in eV: 0.364
SMILES: CNC(N)=O
Maximum force in eV Å⁻¹: 1.93

***

- Number 1 is which compound?
  C2H6N2O